Entry 1:
An isolated molecule of C20H23NO3Si in a non-equilibrium geometry, computed with ωB97M-V/def2-TZVPD.

```
48
Properties=species:S:1:pos:R:3:lowdin_charge:R:1
Si -2.20433 1.87111 0.40576 0.53
O -4.76524 0.25818 1.36327 0.07
O 0.49199 -3.29874 2.53381 -0.02
O 5.26133 0.08816 -2.72503 -0.09
N 0.34161 0.29209 -0.20893 0.15
C 1.83424 -2.06602 -0.08147 0.07
C -0.87528 2.47070 1.55177 -0.16
C -3.83630 2.73462 0.87623 -0.18
C -1.47984 -0.84413 0.92889 -0.07
C -2.05367 -2.03818 1.68105 -0.26
C -1.49995 -3.34641 1.14268 -0.09
C 3.58889 -0.91207 -1.39098 0.03
C 2.36718 -0.92472 -0.73405 -0.14
C 5.67818 1.27641 -3.36249 -0.11
C -2.44181 0.10503 0.78425 -0.10
C 4.08797 0.24201 -1.94912 -0.21
C 3.40183 1.48170 -1.73871 0.00
C -0.11163 -0.80776 0.39994 -0.15
C 0.02877 -3.25181 1.18358 -0.31
C 2.16794 1.50514 -1.15725 0.01
C 1.62065 0.28172 -0.69427 -0.19
C 0.60361 -2.01698 0.49404 -0.09
C -1.94363 2.13609 -1.43247 -0.17
C -3.56459 -1.80591 1.67558 -0.05
C -3.75193 -0.38462 1.27108 -0.40
H -1.71343 -1.92711 2.70589 0.15
H 6.47429 0.96667 -4.06002 0.10
H -4.67756 2.22074 0.42835 0.02
H 4.16431 -1.83461 -1.49119 0.14
H 0.74742 -2.41027 2.85780 0.11
H 3.83009 2.40056 -2.11476 0.10
H -0.00004 1.86535 1.34536 0.00
H -2.76083 1.71858 -2.06206 0.05
H -3.99799 2.76751 1.95138 0.03
H 4.85232 1.78279 -3.86618 0.09
H -1.19893 2.23656 2.55996 0.03
H -1.06724 1.56684 -1.64247 -0.02
H 2.41946 -2.96487 -0.01476 0.13
H -4.02607 -2.44421 0.93059 0.13
H 6.14499 1.97838 -2.65887 0.10
H -0.65806 3.53202 1.47516 0.03
H -1.87242 -3.47333 0.10748 0.14
H -3.86012 3.74285 0.45672 0.03
H -1.76880 3.21216 -1.68560 0.04
H 1.52063 2.35271 -1.15768 0.11
H -4.06395 -2.02115 2.65193 0.15
H 0.46580 -4.13199 0.73112 0.14
H -1.89984 -4.18181 1.73473 0.13
```

Results
Calculated total energy in eV: -36623.8175
SMILES: COc1ccc2nc3c(cc2c1)[C@@H](O)C[C@@H]1CC(=O)C([Si](C)(C)C)=C31
2S+1: 1


Entry 2:
A structure of composition C46H39N3OOsPS5Sb2, computed with ωB97M-V/def2-TZVPD.

```
98
Properties=species:S:1:pos:R:3:lowdin_charge:R:1
Os 0.29175 0.75755 1.28447 0.63
Sb 1.18512 -1.60629 0.03263 1.16
Sb -0.26550 0.10157 -2.61100 1.67
S 5.94492 -0.38177 5.57223 0.59
S 3.08971 -0.24433 4.79104 0.91
S 2.89706 -2.77006 1.26533 0.61
S 4.90095 -1.79442 3.17896 0.91
S 0.70009 -0.57031 3.12111 0.51
P -0.06406 2.44304 2.88264 0.83
O -0.74996 2.13758 0.08042 -0.40
N -3.17523 4.46127 0.20405 0.22
N -2.68317 2.91547 -4.02985 0.22
N -1.09382 2.11379 -1.17572 -0.17
C -0.29829 -4.33422 0.18446 -0.13
C -1.99604 2.96088 -1.53898 -0.27
C 3.06605 -2.69065 -2.19677 -0.15
C -2.64983 3.82295 -0.59230 -0.13
C -0.41778 4.10213 2.23696 -0.21
C -2.29116 -0.42955 -2.16191 -0.35
C 2.75871 0.75186 -2.06212 -0.35
C 3.38798 -3.30698 -3.39954 -0.06
C 3.88852 2.88242 3.72614 -0.09
C -1.66052 -2.47680 0.85375 -0.16
C -1.29020 0.19694 -6.87438 -0.06
C 1.73488 -2.54266 -1.81699 -0.42
C -2.69079 2.53373 3.73402 -0.08
C 0.73145 -3.05312 -2.64642 -0.18
C -1.40094 2.10355 4.05164 -0.36
C -2.72652 -3.33519 1.08555 -0.07
C -0.08123 -0.12620 -7.47469 -0.06
C -0.25756 0.01861 -4.71386 -0.37
C -0.44474 -2.96560 0.39846 -0.40
C -3.75485 2.21933 4.56546 -0.07
C 2.67989 2.59875 3.11224 -0.14
C 1.50089 3.18342 5.12148 -0.08
C -3.06716 -0.02747 -1.08119 -0.13
C 2.38317 -3.78246 -4.23194 -0.07
C -2.38766 2.94708 -2.91987 -0.15
C 3.90507 3.29332 5.05218 -0.07
C -3.99097 -2.01360 -2.80133 -0.05
C -2.57436 -4.69636 0.86573 -0.07
C 2.71318 3.44773 5.74389 -0.06
C 1.47595 2.73400 3.80453 -0.39
C 3.23739 -1.73131 2.63286 -1.09
C -1.35692 -5.19728 0.41879 -0.07
C -4.31969 -0.59313 -0.89345 -0.06
C 1.05460 -3.66127 -3.85249 -0.07
C 0.95884 -0.30430 -5.31760 -0.13
C 1.44505 1.46849 -2.33649 -0.30
C -4.78486 -1.57893 -1.75195 -0.06
C -1.38579 0.26765 -5.49175 -0.13
C -3.54133 1.47339 5.71522 -0.07
C -2.26264 1.03849 6.03391 -0.06
C 1.04277 -0.37797 -6.69910 -0.07
C -2.74093 -1.44567 -3.00564 -0.14
C 2.95356 0.29348 -0.65004 -0.16
C -1.19449 1.34580 5.20502 -0.12
C 2.39844 -0.97474 3.35642 -1.04
C 4.71092 -0.81750 4.60412 -1.49
H -3.40000 -5.37115 1.05237 0.11
H 0.64959 -4.73406 -0.16182 0.10
H 2.78938 1.05385 0.11176 0.02
H -2.72454 0.70503 -0.36561 0.08
H -2.09293 0.45766 6.93097 0.11
H 3.81956 -0.32800 -0.44514 0.05
H -2.32929 0.53567 -5.03179 0.08
H -4.92859 -0.26375 -0.06075 0.12
H -1.77851 -1.41771 1.05247 0.06
H 1.19576 2.16882 -1.54567 0.04
H -4.75004 2.56399 4.31662 0.11
H 2.92417 -0.06521 -2.76468 0.08
H 3.55945 1.47962 -2.27395 0.13
H -4.33995 -2.79062 -3.46878 0.11
H -2.13047 -1.78939 -3.83289 0.09
H -3.66896 -2.94151 1.44461 0.11
H 0.57568 3.32348 5.66726 0.11
H 2.72557 3.77722 6.77451 0.11
H -2.87345 3.11713 2.84042 0.09
H 2.63733 -4.26295 -5.16797 0.11
H 4.42675 -3.42640 -3.68027 0.11
H 3.86267 -2.34818 -1.54742 0.08
H -0.30782 -3.00865 -2.33554 0.08
H -2.16216 0.40204 -7.48146 0.11
H -0.01436 -0.18074 -8.55344 0.11
H 4.84763 3.48814 5.54653 0.11
H 2.66926 2.25904 2.08173 0.07
H -1.23270 -6.26034 0.25845 0.11
H 1.46015 1.98301 -3.29874 0.07
H 4.81633 2.76541 3.18083 0.12
H 0.38037 4.37171 1.54527 0.06
H -0.20285 0.99747 5.45746 0.08
H 1.83619 -0.52245 -4.71764 0.09
H 1.98313 -0.63332 -7.17015 0.11
H -4.37167 1.23281 6.36632 0.11
H 0.26877 -4.04841 -4.48908 0.11
H -1.36473 4.13296 1.70595 -0.01
H -0.43037 4.80938 3.06556 0.07
H -5.76233 -2.01573 -1.59457 0.11
```

Results
Total charge: +1
Calculated total energy in eV: -133847.2772
2S+1: 5
⟨S²⟩: 6.032


Entry 3:
An isolated molecule of C4H11NO in a non-equilibrium geometry, computed with ωB97M-V/def2-TZVPD.

```
17
Properties=species:S:1:pos:R:3:lowdin_charge:R:1
O 0.14412 -2.50572 -0.01835 -0.06
N 0.28291 -0.31031 -0.98948 -0.03
C -0.18703 0.53242 0.09058 -0.47
C 0.51888 0.28173 1.42628 -0.07
C -0.22246 -1.62458 -1.08892 -0.29
C -0.26716 2.01517 -0.24689 -0.07
H 1.27463 -0.14430 -1.09332 0.12
H -0.74910 2.57867 0.54816 0.07
H -1.28396 -1.58443 -1.16330 0.11
H 0.29892 1.05395 2.16194 0.07
H 0.20712 -2.04656 -1.99773 0.12
H 0.73480 2.41370 -0.41659 0.08
H 1.60252 0.22737 1.27438 0.08
H -1.24093 0.26126 0.26860 0.13
H 0.30018 -0.68565 1.84463 0.05
H -0.81256 2.15777 -1.18161 0.07
H -0.60087 -2.62051 0.58162 0.08
```

Results
Calculated total energy in eV: -7863.6224
SMILES: CC(C)NCO
2S+1: 1


Entry 4:
A cluster of 2 separate species, C5H6N2O2 in total in a non-equilibrium geometry, computed with ωB97M-V/def2-TZVPD.

```
15
Properties=species:S:1:pos:R:3:lowdin_charge:R:1
O 3.10526 0.82995 -0.99914 0.08
O 3.63368 -0.60397 0.59794 0.08
N -0.55054 0.32564 0.24189 -0.19
N 2.91432 0.00242 -0.15834 -0.22
C -1.66668 -1.46405 -0.39956 -0.09
C 0.32380 -0.66105 -0.07495 0.01
C -0.33470 1.74823 0.44182 -0.02
C -1.78852 -0.18433 0.04754 -0.12
C -0.28211 -1.81380 -0.42244 -0.09
H 0.09823 2.22096 -0.40068 0.07
H -2.39123 -2.14537 -0.43004 0.05
H 0.51612 1.76352 1.17554 0.10
H -2.48094 0.65194 -0.03739 0.12
H -1.25064 2.14611 0.88544 0.09
H 0.15394 -2.81618 -0.46764 0.10
```

Results
Calculated total energy in eV: -12350.1990
2S+1: 1


Entry 5:
A structure of composition C24H22N2O2RuSSe2Te3 in a non-equilibrium geometry, computed with ωB97M-V/def2-TZVPD.

```
57
Properties=species:S:1:pos:R:3:lowdin_charge:R:1
Te 0.11610 1.43530 -2.56470 0.30
Te -0.66010 2.48300 -0.07010 0.30
Te 0.22660 -2.80390 0.81190 1.48
Ru -0.14820 -0.09440 -0.34590 0.07
Se -0.16490 -1.04280 -2.68470 -0.13
Se 1.42680 3.15020 0.95850 -0.18
S -2.34450 0.26900 -0.27850 0.03
O 6.48040 0.46140 2.06620 -0.05
O 2.17510 -0.02750 6.23440 -0.05
N 1.98160 -0.16170 -0.09100 -0.09
N 0.04660 -0.03000 1.75790 -0.17
C -4.68260 -2.65260 0.63990 -0.08
C 2.37650 -0.08940 1.20980 -0.29
C 6.16100 -0.15470 0.84900 -0.22
C -0.11660 -7.61150 -0.17600 -0.09
C 4.69290 -0.14680 0.52510 -0.17
C -0.76380 0.09000 3.99460 0.01
C 3.74440 -0.09120 1.52330 0.05
C -0.95560 0.06550 2.64240 -0.19
C -2.64740 -2.76470 1.90910 -0.16
C 1.58980 0.06170 3.58780 0.06
C 0.55410 0.06590 4.48900 -0.16
C 0.18570 -7.16970 1.10030 -0.09
C -2.57280 -2.78610 -0.49430 -0.23
C 0.32190 -5.81600 1.34920 -0.15
C 2.90390 -0.23360 -1.05000 -0.17
C 4.25580 -0.21930 -0.80420 0.02
C -3.95480 -2.71130 -0.53700 -0.10
C -0.26550 -6.70100 -1.20790 -0.08
C 0.15370 -4.90360 0.31850 -0.49
C 1.33740 -0.00430 2.20970 -0.30
C -0.12490 -5.34640 -0.96400 -0.13
C -1.91840 -2.79480 0.72960 -0.53
C -4.02850 -2.69130 1.85920 -0.09
C 0.79780 0.04650 5.96860 -0.21
H -2.01000 -2.80020 -1.42420 0.04
H 0.55260 -5.46370 2.34530 0.09
H 4.06110 -0.04350 2.55100 0.12
H -1.61420 0.11680 4.65550 0.12
H -0.49400 -7.04640 -2.20520 0.11
H 6.19310 1.38220 2.03630 0.10
H -4.59400 -2.65100 2.77720 0.10
H -0.23010 -4.63090 -1.77210 0.10
H 6.71860 0.29160 0.01180 0.13
H -0.23510 -8.66930 -0.36390 0.10
H -2.13170 -2.78130 2.86110 0.09
H -4.45250 -2.66780 -1.49640 0.11
H 4.94950 -0.25390 -1.62740 0.12
H -1.95810 0.10560 2.22690 0.05
H 2.31980 0.00160 7.18510 0.10
H 6.48650 -1.19710 0.95510 0.14
H 2.60090 0.09050 3.95440 0.12
H 0.30920 -7.87850 1.90620 0.10
H 2.55130 -0.31880 -2.07570 0.03
H 0.26710 -0.82240 6.39380 0.14
H -5.75900 -2.56280 0.60380 0.10
H 0.35380 0.95550 6.40540 0.14
```

Results
Calculated total energy in eV: -198309.1306
2S+1: 1


Entry 6:
A cluster of 2 separate species, C2H5N3S in total in a non-equilibrium geometry, computed with ωB97M-V/def2-TZVPD.

```
11
Properties=species:S:1:pos:R:3:lowdin_charge:R:1
S 3.91518 0.45133 0.17416 0.59
N 1.94123 -1.91472 -0.15259 0.13
N 0.08801 -0.38718 0.02553 -0.07
N 2.51306 0.70133 -0.36951 -0.55
C -0.34491 0.99779 -0.01992 -0.10
C 1.30347 -0.85133 -0.06895 -0.42
H -0.06189 1.53725 -0.88515 0.05
H -0.68139 -0.95148 0.55144 0.19
H 1.80872 -2.74286 0.24004 -0.01
H 0.38921 1.47408 0.83330 0.13
H -1.40506 0.95218 0.08919 0.07
```

Results
Calculated total energy in eV: -17455.9766
2S+1: 1